1.
{
  "formula": "C35H27Cl5GeMoN2O7S2",
  "method": "wB97M-V/def2-TZVPD",
  "s2": 0.789,
  "spin_multiplicity": 2,
  "gap_ev": [5.3, 5.5],
  "total_charge": 3,
  "homo_energy_ev": [-16.08, -15.99],
  "symbols": ["Mo", "O", "S", "O", "O", "C", "C", "C", "C", "C", "C", "S", "O", "O", "O", "H", "H", "H", "H", "Cl", "C", "C", "C", "Cl", "C", "Cl", "C", "Cl", "C", "Cl", "N", "C", "N", "C", "C", "O", "C", "C", "H", "H", "H", "H", "H", "H", "H", "H", "C", "C", "C", "C", "C", "C", "Ge", "C", "C", "C", "C", "C", "C", "C", "C", "C", "C", "C", "C", "H", "H", "H", "H", "H", "H", "H", "H", "H", "H", "H", "H", "H", "H", "H"],
  "xyz": [[0.548, 0.622, -0.913], [0.453, 3.069, 2.729], [0.593, 3.350, 1.190], [1.643, 4.268, 1.028], [0.765, 2.005, 0.633], [-0.973, 4.014, 0.729], [-1.388, 5.050, 1.555], [-2.558, 5.751, 1.274], [-3.308, 5.424, 0.162], [-2.889, 4.402, -0.688], [-1.725, 3.703, -0.421], [-1.284, 2.497, -1.626], [-2.175, 2.540, -2.716], [0.172, 2.596, -1.875], [-1.335, 1.128, -0.854], [-0.780, 5.347, 2.401], [-2.859, 6.564, 1.921], [-4.212, 5.971, -0.070], [-3.457, 4.162, -1.576], [-1.299, -2.500, -1.682], [0.381, -2.597, -1.294], [1.057, -1.439, -0.941], [2.427, -1.477, -0.928], [3.089, 0.170, -0.836], [3.196, -2.610, -1.101], [4.894, -2.530, -1.057], [2.493, -3.804, -1.310], [3.355, -5.261, -1.465], [1.091, -3.791, -1.439], [0.256, -5.232, -1.806], [0.361, 0.013, -2.812], [0.249, -0.317, -3.933], [0.136, -0.679, -5.140], [0.130, -2.121, -5.533], [-1.149, -2.384, -6.315], [-1.247, -1.494, -7.400], [-1.378, -0.157, -6.977], [-0.120, 0.292, -6.248], [0.200, -2.729, -4.632], [1.007, -2.278, -6.160], [-2.022, -2.292, -5.656], [-1.121, -3.394, -6.720], [-2.255, -0.039, -6.329], [-1.516, 0.456, -7.866], [-0.217, 1.289, -5.824], [0.747, 0.249, -6.907], [-2.720, 2.246, 4.287], [-1.527, 2.836, 4.027], [-0.481, 2.114, 3.282], [-0.813, 0.841, 2.583], [-2.049, 0.322, 2.891], [-2.983, 1.000, 3.687], [0.437, -0.496, 1.609], [-0.311, -2.151, 2.268], [-1.233, -3.024, 1.699], [-1.672, -4.137, 2.407], [-1.204, -4.379, 3.690], [-0.296, -3.506, 4.276], [0.153, -2.399, 3.571], [2.274, -0.354, 2.201], [2.960, 0.798, 2.586], [4.294, 0.729, 2.957], [4.961, -0.490, 2.937], [4.286, -1.645, 2.568], [2.947, -1.582, 2.210], [-3.464, 2.730, 4.903], [-1.262, 3.806, 4.432], [0.083, 1.652, 4.137], [-2.317, -0.658, 2.514], [-3.951, 0.538, 3.849], [-1.639, -2.840, 0.719], [-2.385, -4.811, 1.952], [-1.540, -5.247, 4.242], [0.071, -3.700, 5.275], [0.889, -1.753, 4.039], [2.480, 1.765, 2.610], [4.815, 1.626, 3.264], [6.002, -0.541, 3.226], [4.796, -2.599, 2.574], [2.424, -2.497, 1.956]],
  "atomic_forces_ev_per_a": [[0.19, -0.02, -0.75], [-0.01, -0.14, 0.13], [-0.09, -0.09, -0.05], [-0.01, 0.02, 0.06], [0.27, -0.03, -0.03], [0.00, 0.10, -0.04], [0.02, 0.02, -0.02], [0.00, 0.00, 0.01], [0.00, 0.00, -0.01], [0.01, 0.01, 0.01], [-0.08, -0.02, 0.00], [0.09, -0.14, 0.37], [-0.03, -0.01, -0.03], [-0.12, 0.07, -0.06], [-0.37, 0.28, 0.03], [0.01, 0.00, 0.00], [0.00, 0.00, 0.00], [0.00, 0.00, 0.00], [0.00, 0.00, 0.00], [0.01, -0.02, 0.03], [0.15, -0.01, 0.03], [-0.18, -0.14, 0.23], [0.11, 0.06, 0.06], [0.06, -0.03, 0.08], [-0.02, 0.05, -0.03], [0.02, 0.00, 0.00], [0.00, 0.00, 0.00], [0.01, -0.02, 0.00], [-0.02, 0.02, -0.01], [0.00, -0.03, -0.01], [0.15, -0.14, 0.06], [-0.04, 0.05, -0.04], [-0.04, 0.00, -0.01], [0.02, 0.03, 0.01], [0.02, -0.01, 0.01], [-0.01, -0.01, -0.01], [0.01, 0.03, 0.01], [0.01, -0.04, 0.03], [-0.01, -0.01, -0.01], [0.00, -0.01, 0.00], [0.00, 0.00, 0.00], [0.00, 0.00, -0.01], [0.00, 0.00, 0.00], [0.00, -0.01, -0.01], [-0.01, 0.01, -0.01], [0.00, 0.01, 0.00], [0.01, 0.01, 0.00], [-0.06, -0.03, 0.00], [0.03, 0.08, -0.05], [0.11, -0.04, -0.02], [-0.03, 0.04, 0.03], [0.03, -0.01, -0.02], [-0.25, 0.31, -0.21], [0.21, -0.13, 0.22], [-0.06, 0.07, 0.09], [0.00, 0.04, -0.03], [0.06, 0.03, 0.06], [-0.04, -0.02, -0.05], [-0.10, -0.17, -0.01], [-0.02, -0.18, 0.08], [-0.01, 0.01, 0.00], [0.02, -0.04, 0.00], [0.01, 0.05, 0.03], [-0.05, -0.07, -0.02], [0.11, 0.11, -0.01], [0.00, 0.00, 0.00], [0.00, 0.00, 0.00], [-0.01, 0.01, 0.01], [-0.01, 0.02, 0.00], [0.00, 0.00, 0.01], [0.00, -0.01, -0.05], [0.00, 0.00, 0.00], [-0.03, -0.01, -0.04], [0.02, 0.03, 0.00], [-0.04, 0.00, -0.02], [-0.02, 0.02, -0.01], [0.00, 0.00, 0.00], [0.00, 0.00, -0.01], [0.01, 0.01, 0.00], [0.03, -0.02, -0.02]]
}

2.
{
  "formula": "C35H27F5GeN3S2W",
  "method": "wB97M-V/def2-TZVPD",
  "spin_multiplicity": 1,
  "gap_ev": 6.0,
  "total_charge": 3,
  "homo_energy_ev": -16.88,
  "symbols": ["W", "S", "C", "N", "C", "C", "C", "N", "H", "H", "H", "H", "C", "C", "C", "C", "N", "C", "C", "H", "H", "H", "H", "H", "H", "H", "F", "C", "C", "F", "C", "F", "C", "S", "C", "F", "C", "F", "C", "Ge", "C", "C", "C", "C", "C", "C", "C", "C", "C", "C", "C", "C", "C", "C", "C", "C", "C", "C", "H", "H", "H", "H", "H", "H", "H", "H", "H", "H", "H", "H", "H", "H", "H", "H"],
  "xyz": [[-0.365, 0.837, -0.211], [0.956, 2.158, 1.395], [2.443, 1.342, 1.822], [3.048, 0.455, 1.006], [4.246, -0.090, 1.313], [4.848, 0.262, 2.488], [4.150, 1.147, 3.312], [2.973, 1.674, 2.979], [2.572, 0.182, 0.152], [4.663, -0.790, 0.603], [5.810, -0.141, 2.765], [4.544, 1.439, 4.279], [-5.100, 4.087, 3.040], [-4.021, 3.391, 2.277], [-2.861, 4.044, 1.868], [-1.888, 3.357, 1.177], [-1.994, 2.054, 0.854], [-3.120, 1.416, 1.248], [-4.127, 2.037, 1.941], [-4.847, 5.121, 3.256], [-5.289, 3.566, 3.980], [-6.034, 4.062, 2.476], [-2.704, 5.089, 2.098], [-0.984, 3.866, 0.873], [-3.199, 0.364, 1.004], [-4.996, 1.463, 2.235], [-0.668, -6.208, -0.193], [-0.628, -4.942, 0.146], [0.579, -4.254, 0.103], [1.682, -4.870, -0.281], [0.614, -2.924, 0.473], [1.795, -2.282, 0.451], [-0.534, -2.256, 0.875], [-0.465, -0.631, 1.570], [-1.734, -2.955, 0.892], [-2.856, -2.323, 1.233], [-1.792, -4.291, 0.537], [-2.939, -4.939, 0.560], [0.766, -0.155, -1.392], [-0.142, 0.883, -2.814], [-0.400, 1.138, -4.658], [0.286, 0.339, -5.576], [0.143, 0.613, -6.928], [-0.677, 1.654, -7.340], [-1.361, 2.436, -6.414], [-1.225, 2.190, -5.058], [0.072, 2.640, -1.887], [1.436, 2.981, -1.723], [1.835, 4.289, -1.534], [0.880, 5.300, -1.521], [-0.467, 5.003, -1.718], [-0.867, 3.694, -1.904], [-2.028, 0.393, -1.597], [-3.173, 1.174, -1.875], [-4.364, 0.581, -2.228], [-4.461, -0.811, -2.308], [-3.359, -1.608, -2.046], [-2.143, -1.017, -1.735], [1.334, -1.027, -1.704], [0.918, -0.479, -5.256], [0.673, 0.016, -7.657], [-0.790, 1.859, -8.397], [-1.997, 3.243, -6.751], [-1.751, 2.807, -4.344], [2.196, 2.211, -1.802], [2.882, 4.530, -1.411], [1.189, 6.329, -1.389], [-1.199, 5.800, -1.744], [-1.908, 3.505, -2.099], [-3.153, 2.246, -1.772], [-5.231, 1.195, -2.433], [-5.399, -1.269, -2.597], [-3.430, -2.684, -2.128], [-1.278, -1.656, -1.610]],
  "atomic_forces_ev_per_a": [[1.00, -0.35, 0.91], [-0.32, -0.04, -0.32], [0.06, -0.08, -0.02], [0.05, -0.04, 0.01], [-0.03, -0.02, 0.04], [0.02, -0.02, -0.01], [-0.08, 0.03, 0.06], [0.09, 0.06, -0.05], [-0.03, 0.01, 0.01], [-0.02, 0.00, -0.01], [-0.01, -0.01, 0.02], [0.01, 0.01, -0.01], [0.00, -0.06, -0.01], [-0.08, 0.02, 0.03], [0.06, 0.03, -0.02], [-0.02, 0.01, 0.01], [-0.15, 0.04, -0.06], [-0.02, 0.02, -0.01], [-0.01, -0.01, 0.02], [0.01, 0.00, -0.01], [0.02, 0.01, 0.01], [0.00, 0.01, -0.01], [0.00, 0.00, 0.00], [-0.01, 0.02, -0.03], [0.01, 0.00, -0.02], [0.00, 0.00, 0.00], [-0.01, 0.01, -0.02], [-0.01, -0.08, -0.02], [0.06, -0.01, -0.02], [-0.01, 0.02, 0.01], [-0.03, -0.09, 0.04], [0.00, 0.03, 0.04], [-0.01, -0.06, 0.14], [0.17, -0.06, -0.40], [0.00, -0.01, -0.06], [0.00, 0.00, 0.07], [0.00, 0.00, 0.00], [-0.02, 0.01, -0.02], [-0.51, 0.04, 0.47], [-0.91, 1.01, 0.50], [0.23, -0.60, -0.48], [-0.14, 0.06, -0.07], [0.04, -0.02, 0.01], [-0.02, -0.01, -0.01], [-0.01, 0.02, 0.03], [0.06, -0.07, -0.08], [0.18, 0.06, 0.12], [-0.03, 0.04, -0.31], [0.02, 0.00, 0.01], [-0.03, 0.01, 0.01], [0.03, 0.02, 0.01], [0.15, 0.01, -0.04], [0.33, -0.04, -0.54], [-0.03, -0.13, 0.09], [-0.03, -0.02, 0.00], [-0.04, 0.04, -0.02], [0.07, -0.02, 0.06], [-0.16, 0.06, -0.25], [0.15, 0.07, 0.01], [0.01, 0.00, 0.00], [-0.01, 0.00, 0.00], [0.01, 0.01, 0.00], [0.00, -0.01, 0.00], [0.00, 0.02, 0.01], [0.01, -0.02, 0.14], [0.00, 0.00, -0.03], [-0.01, 0.00, 0.01], [0.01, 0.00, 0.00], [-0.05, 0.00, 0.06], [-0.01, 0.03, 0.04], [0.00, -0.01, -0.01], [-0.01, 0.01, 0.02], [0.00, 0.00, -0.01], [0.01, -0.01, -0.05]]
}